Molecular formula: C6H10O2
Method: DFT, ωB97M-V with the def2-TZVPD basis set

Last column: natural (NBO) charge in e.
Element x y z (Å)
C 0.67 0.01 -0.81  -0.70
C -2.73 0.30 -0.81  -0.26
C 2.47 0.37 0.97  -0.71
C -0.28 -0.41 0.13  0.32
C 2.07 0.31 -0.49  0.56
C -0.59 -1.23 1.11  -0.50
O -1.51 0.77 -0.19  -0.63
O 2.90 0.48 -1.37  -0.60
H 0.50 -0.27 -1.85  0.25
H -0.72 1.14 -0.86  0.54
H -3.33 1.17 -1.09  0.20
H -3.26 -0.29 -0.07  0.20
H -2.50 -0.31 -1.68  0.19
H 3.39 0.94 1.06  0.23
H 1.70 0.81 1.60  0.21
H 2.66 -0.64 1.34  0.23
H -1.41 -1.03 1.78  0.22
H -0.02 -2.14 1.25  0.24

As for the total energy: -10475.1644 eV. The value obtained for the lowest unoccupied orbital energy is 0.6 eV. The strongest force on any atom is 0.04162 Eh/bohr.


Molecular formula: C6H12O
Method: DFT, ωB97M-V with the def2-TZVPD basis set

Last column: natural (NBO) charge in e.
Element x y z (Å)
C -1.76 -0.45 1.15  -0.64
C -0.50 0.37 0.95  0.12
O 0.56 -0.06 1.83  -0.54
C 1.39 -0.44 0.73  -0.05
C 0.39 0.12 -0.30  -0.10
C 0.85 1.42 -0.96  -0.60
C -0.11 -0.87 -1.35  -0.61
H -2.08 -0.35 2.20  0.22
H -2.57 -0.09 0.51  0.21
H -1.60 -1.51 0.95  0.21
H -0.72 1.43 1.10  0.17
H 1.54 -1.52 0.68  0.17
H 2.37 0.06 0.76  0.17
H 1.21 2.13 -0.20  0.21
H 0.03 1.89 -1.51  0.21
H 1.67 1.23 -1.66  0.21
H -0.95 -0.47 -1.91  0.21
H -0.41 -1.82 -0.90  0.21
H 0.70 -1.09 -2.07  0.21

As for the total energy: -8463.3311 eV. The SMILES is C[C@H]1OCC1(C)C. The value obtained for the lowest unoccupied orbital energy is 0.9 eV. The strongest force on any atom is 0.00745 Eh/bohr.


Molecular formula: C4H7O2
Method: DFT, ωB97M-V with the def2-TZVPD basis set

Last column: natural (NBO) charge in e.
Element x y z (Å)
O 1.88 -2.63 -0.93  -0.80
C 1.47 -1.44 -0.84  0.25
C 0.21 -0.99 -0.54  -0.56
C -0.25 0.40 -0.64  -0.41
C -0.45 0.73 0.95  -0.06
O -1.17 2.00 0.98  -0.78
H 2.26 -0.73 -1.05  0.06
H -0.41 -1.74 0.04  0.17
H -1.25 0.61 -1.08  0.17
H 0.37 1.16 -1.18  0.20
H 0.50 0.74 1.58  0.16
H -1.01 -0.01 1.42  0.15
H -2.15 1.89 1.28  0.45

As for the total energy: -8355.0415 eV. The SMILES is [O-]/C=C/CCO. The value obtained for the lowest unoccupied orbital energy is 3.6 eV. The strongest force on any atom is 0.07445 Eh/bohr. The total charge is -1.


Molecular formula: C15H17N3O5
Method: DFT, ωB97M-V with the def2-TZVPD basis set

Last column: natural (NBO) charge in e.
Element x y z (Å)
N 0.19 1.88 0.76  -0.81
C 0.07 0.58 -0.09  -0.14
C 0.99 -0.55 0.23  -0.45
C 2.44 -0.14 0.44  -0.10
C 3.05 0.90 -0.07  -0.03
N 4.31 1.01 0.46  -0.54
C 4.59 -0.10 1.23  0.15
C 5.79 -0.55 1.88  -0.26
C 5.63 -1.65 2.78  -0.20
C 4.42 -2.33 2.82  -0.24
C 3.34 -1.94 1.97  -0.19
C 3.39 -0.83 1.29  -0.05
C -1.44 0.21 0.19  0.73
O -2.10 0.55 1.17  -0.61
N -2.08 -0.42 -0.84  -0.69
C -3.49 -0.36 -1.06  -0.13
C -4.11 1.04 -1.46  -0.52
C -3.22 2.27 -1.27  0.81
O -2.07 2.31 -1.41  -0.56
O -4.09 3.23 -0.99  -0.66
C -3.99 -1.60 -2.01  0.81
O -5.06 -1.64 -2.52  -0.55
O -2.94 -2.66 -2.18  -0.74
H 1.10 2.11 0.72  0.35
H -0.15 1.61 1.69  0.37
H 0.14 0.87 -1.20  0.23
H 1.03 -1.24 -0.72  0.22
H 0.58 -1.25 0.96  0.23
H 2.81 1.74 -0.79  0.22
H 5.04 1.66 0.28  0.41
H 6.65 0.04 1.97  0.21
H 6.35 -2.02 3.45  0.21
H 4.28 -3.25 3.33  0.21
H 2.54 -2.59 1.97  0.20
H -1.76 -1.41 -0.96  0.42
H -4.05 -0.42 -0.17  0.22
H -4.89 1.16 -0.78  0.23
H -4.49 0.85 -2.46  0.25
H -3.43 4.02 -0.91  0.49
H -3.45 -3.18 -2.86  0.50

As for the total energy: -30536.6918 eV. The SMILES is N[C@@H](Cc1c[nH]c2ccccc12)C(=O)N[C@@H](CC(=O)O)C(=O)O. The value obtained for the lowest unoccupied orbital energy is 0.5 eV. The strongest force on any atom is 0.11543 Eh/bohr.


Molecular formula: C43H34N8Ti
Method: DFT, ωB97M-V with the def2-TZVPD basis set

Last column: Löwdin spin population.
Element x y z (Å)
Ti -0.55 0.02 -0.87  0.65
C -1.21 -3.12 0.27  0.00
N -0.75 -2.54 -1.00  0.01
C 0.48 -3.09 -1.59  0.00
C 1.58 -2.09 -1.54  0.01
N 1.38 -0.81 -1.43  0.00
C 2.66 -0.22 -1.61  0.00
C 3.04 1.12 -1.66  0.00
C 4.38 1.39 -1.88  0.00
C 5.32 0.36 -2.04  0.00
C 4.95 -0.97 -2.02  0.00
C 3.59 -1.22 -1.81  0.00
N 2.87 -2.41 -1.76  0.00
C -1.09 -2.13 1.38  0.01
N -1.04 -0.84 1.20  0.00
C -1.03 -0.28 2.50  0.00
C -1.03 1.05 2.92  0.00
C -1.03 1.29 4.28  0.00
C -1.05 0.23 5.21  0.00
C -1.07 -1.09 4.81  0.00
C -1.07 -1.30 3.43  0.00
N -1.10 -2.48 2.68  0.00
H -0.67 -4.04 0.52  0.00
H -2.26 -3.39 0.18  0.00
H -1.49 -2.60 -1.68  0.00
H 0.29 -3.30 -2.64  0.00
H 0.78 -4.03 -1.12  0.00
H 2.31 1.92 -1.57  0.00
H 4.71 2.42 -1.93  0.00
H 6.36 0.61 -2.20  0.00
H 5.67 -1.76 -2.17  0.00
H 3.23 -3.34 -1.88  0.00
H -1.03 1.87 2.21  0.00
H -1.03 2.31 4.64  0.00
H -1.05 0.46 6.27  0.00
H -1.10 -1.90 5.52  0.00
H -1.16 -3.42 3.04  0.00
C -5.45 -0.35 1.85  0.00
C -5.38 -1.40 0.94  0.00
C -4.45 -1.39 -0.09  0.00
C -3.57 -0.32 -0.19  0.00
C -3.64 0.73 0.70  0.00
C -4.58 0.72 1.72  0.00
N -2.52 -0.30 -1.19  0.01
N -2.94 -0.75 -2.32  0.19
C -1.96 -0.64 -3.31  0.01
C -2.34 -0.99 -4.62  0.03
C -1.44 -0.80 -5.64  0.00
C -0.18 -0.27 -5.35  0.03
C 0.19 0.03 -4.05  0.00
C -0.70 -0.14 -2.97  0.03
H -6.18 -0.36 2.64  0.00
H -6.07 -2.23 1.02  0.00
H -4.41 -2.19 -0.82  0.00
H -2.96 1.57 0.58  0.00
H -4.63 1.55 2.41  0.00
H -3.33 -1.39 -4.80  0.00
H -1.71 -1.05 -6.66  0.00
H 0.53 -0.10 -6.15  0.00
H 1.19 0.42 -3.88  0.00
C -1.69 4.11 -1.86  0.00
C -0.80 4.91 -1.16  0.00
C 0.13 4.32 -0.32  0.00
C 0.17 2.93 -0.17  0.00
C -0.71 2.10 -0.88  0.00
C -1.64 2.73 -1.72  0.00
C 1.14 2.28 0.75  0.00
C 1.99 3.04 1.59  0.00
C 2.88 2.41 2.40  0.00
C 2.94 1.00 2.40  0.00
C 3.85 0.30 3.23  0.00
C 3.89 -1.06 3.22  0.00
C 3.00 -1.77 2.38  0.00
C 2.12 -1.11 1.58  0.00
C 2.06 0.30 1.56  0.00
N 1.17 0.96 0.74  0.00
H -2.42 4.56 -2.52  0.00
H -0.82 5.98 -1.27  0.00
H 0.81 4.96 0.22  0.00
H -2.34 2.13 -2.29  0.00
H 1.93 4.12 1.59  0.00
H 3.53 2.98 3.05  0.00
H 4.52 0.86 3.87  0.00
H 4.58 -1.60 3.85  0.00
H 3.02 -2.85 2.37  0.00
H 1.44 -1.67 0.94  0.00

As for the total energy: -80176.7771 eV. As for the spin multiplicity: 2. The value obtained for the lowest unoccupied orbital energy (spin up / spin down) is -2.7 / -2.9 eV. The strongest force on any atom is 0.03768 Eh/bohr. The expectation value of S² is 0.7684. The total charge is +1.


Molecular formula: C32H44GeN7O6PS2Ti
Method: DFT, ωB97M-V with the def2-TZVPD basis set

Last column: Löwdin spin population.
Element x y z (Å)
Ti -0.06 -0.13 1.15  0.98
N -3.92 -2.34 0.92  0.00
C -2.96 -1.39 0.72  0.00
N -1.99 -1.20 1.53  0.00
C -1.89 -1.98 2.71  -0.01
N -0.99 -1.62 3.57  0.01
N -0.28 -0.57 3.15  -0.01
C 0.58 0.01 4.04  0.00
C 1.16 1.15 3.59  0.01
C 2.05 2.01 4.33  0.00
C 2.42 3.21 3.82  0.00
C 1.95 3.62 2.53  -0.01
C 1.18 2.73 1.83  0.00
N 0.80 1.52 2.27  0.00
C -2.76 -3.12 2.87  0.00
C -2.61 -4.08 3.87  0.00
C -3.49 -5.15 3.97  0.00
C -4.52 -5.29 3.05  -0.01
C -4.67 -4.37 2.03  0.00
C -3.80 -3.29 1.94  0.00
H -4.58 -2.49 0.18  0.00
H -3.07 -0.75 -0.15  0.00
H 0.74 -0.43 5.02  0.00
H 2.38 1.68 5.31  0.00
H 3.08 3.86 4.39  0.00
H 2.20 4.58 2.11  0.00
H 0.82 2.99 0.83  0.00
H -1.78 -3.95 4.56  0.00
H -3.35 -5.88 4.76  0.00
H -5.19 -6.14 3.12  0.00
H -5.46 -4.48 1.29  0.00
O -1.15 1.13 -0.22  0.07
N -1.22 0.67 -1.55  0.44
N -0.93 -0.62 -1.57  0.19
O -0.21 -1.22 -0.61  0.06
C -1.32 -1.36 -2.66  0.02
C -0.90 -2.70 -2.75  0.05
C -1.28 -3.47 -3.84  0.00
C -2.07 -2.94 -4.86  0.07
C -2.48 -1.62 -4.76  0.00
C -2.13 -0.83 -3.68  0.06
H -0.32 -3.11 -1.94  0.00
H -0.97 -4.51 -3.88  0.00
H -2.36 -3.55 -5.71  0.01
H -3.11 -1.19 -5.54  0.00
H -2.46 0.20 -3.60  0.01
C 2.42 -4.66 -1.41  0.00
O 2.52 -3.59 -0.49  0.00
C 1.52 -3.39 0.41  0.00
S 0.21 -4.40 0.47  0.00
S 1.88 -2.06 1.43  0.01
H 3.33 -4.62 -2.01  0.00
H 1.54 -4.56 -2.05  0.00
H 2.35 -5.62 -0.90  0.00
C -1.12 5.03 0.28  0.00
Ge -2.45 3.67 -0.33  0.00
C -2.39 3.85 -2.30  0.00
C -4.20 4.40 0.26  0.00
C -2.43 1.81 0.14  0.02
H -1.53 6.04 0.14  0.00
H -0.19 4.97 -0.30  0.00
H -0.87 4.90 1.33  0.00
H -2.65 4.86 -2.63  0.00
H -3.08 3.13 -2.75  0.00
H -1.38 3.62 -2.68  0.00
H -4.34 5.42 -0.10  0.00
H -4.26 4.40 1.35  0.00
H -5.01 3.78 -0.13  0.00
H -2.54 1.59 1.20  0.00
C 1.77 4.14 -2.25  0.00
C 1.38 2.71 -1.97  0.00
O 2.47 2.08 -1.30  0.00
P 2.23 0.60 -0.62  0.00
O 3.74 0.45 -0.03  0.00
C 3.95 0.78 1.35  0.00
C 5.29 0.23 1.76  0.00
O 2.34 -0.36 -1.92  0.00
C 3.53 -0.99 -2.38  0.00
C 4.44 -0.02 -3.11  0.00
H 0.95 4.68 -2.73  0.00
H 2.65 4.18 -2.89  0.00
H 2.01 4.65 -1.31  0.00
H 1.15 2.17 -2.89  0.00
H 0.48 2.67 -1.35  0.00
H 3.16 0.33 1.96  0.00
H 3.90 1.86 1.48  0.00
H 5.31 -0.85 1.61  0.00
H 5.48 0.45 2.81  0.00
H 6.09 0.68 1.16  0.00
H 3.19 -1.78 -3.05  0.00
H 4.04 -1.46 -1.54  0.00
H 3.91 0.45 -3.94  0.00
H 5.31 -0.56 -3.51  0.00
H 4.79 0.75 -2.43  0.00

As for the total energy: -167202.9063 eV. As for the spin multiplicity: 3. The value obtained for the lowest unoccupied orbital energy (spin up / spin down) is 4.4 / 4.4 eV. The strongest force on any atom is 0.01090 Eh/bohr. The expectation value of S² is 2.0297. The total charge is -2.


Molecular formula: CH8N2O3
Method: DFT, ωB97M-V with the def2-TZVPD basis set

Last column: Löwdin spin population.
Element x y z (Å)
N -0.66 1.90 -0.22  0.10
C -0.88 0.63 -0.06  0.05
N -1.22 0.26 1.22  0.12
O -0.90 -0.15 -1.01  0.65
H -0.94 2.58 0.55  0.01
H -0.27 2.34 -1.01  0.00
H -0.65 -0.45 1.71  0.00
H -1.50 1.05 1.77  0.01
H -0.17 -1.87 -0.75  0.00
H 0.12 -3.34 -0.19  0.00
O 0.49 -2.48 -0.47  0.05
H 2.48 -0.44 0.14  0.00
H 1.76 -0.29 -1.10  0.00
O 2.33 0.28 -0.58  0.01

As for the total energy: -10279.7045 eV. As for the spin multiplicity: 2. The value obtained for the lowest unoccupied orbital energy (spin up / spin down) is -4.1 / -10.1 eV. The strongest force on any atom is 0.07640 Eh/bohr. The expectation value of S² is 0.7563. The total charge is +1.